{
  "formula": "C20H38Cl16O3",
  "method": "ωB97M-V with the def2-TZVPD basis set",
  "smiles": "C[C@H]1COC(=O)O1.ClCCCl.ClCCCl.ClCCCl.ClCCCl.ClCCCl.ClCCCl.ClCCCl.ClCCCl",
  "total_charge": 0,
  "e_above_lowest_ev": 0.000,
  "species": ["C", "C", "C", "O", "C", "O", "O", "H", "H", "H", "H", "H", "H", "Cl", "C", "C", "Cl", "H", "H", "H", "H", "Cl", "C", "C", "Cl", "H", "H", "H", "H", "Cl", "C", "C", "Cl", "H", "H", "H", "H", "Cl", "C", "C", "Cl", "H", "H", "H", "H", "Cl", "C", "C", "Cl", "H", "H", "H", "H", "Cl", "C", "C", "Cl", "H", "H", "H", "H", "Cl", "C", "C", "Cl", "H", "H", "H", "H", "Cl", "C", "C", "Cl", "H", "H", "H", "H"],
  "coordinates": [[20.383, 24.677, -7.643], [19.189, 23.984, -7.008], [18.186, 23.354, -7.975], [18.156, 21.978, -7.619], [19.021, 21.739, -6.629], [19.314, 20.677, -6.163], [19.648, 22.856, -6.241], [20.100, 25.491, -8.314], [20.880, 23.927, -8.259], [20.999, 25.137, -6.874], [18.645, 24.626, -6.313], [18.473, 23.417, -9.025], [17.233, 23.866, -7.835], [23.808, 22.565, -6.811], [22.611, 21.290, -7.162], [23.157, 20.306, -8.176], [22.042, 18.931, -8.414], [21.806, 21.863, -7.620], [22.249, 20.858, -6.236], [24.101, 19.861, -7.870], [23.303, 20.742, -9.160], [23.077, 18.583, 3.569], [23.526, 17.712, 2.134], [22.441, 17.832, 1.095], [22.692, 16.724, -0.299], [23.639, 16.662, 2.405], [24.496, 18.051, 1.774], [22.293, 18.813, 0.651], [21.502, 17.552, 1.572], [20.466, 19.838, -1.445], [21.123, 19.695, -3.091], [21.813, 18.369, -3.341], [22.130, 18.302, -5.108], [21.823, 20.499, -3.306], [20.266, 19.742, -3.759], [21.099, 17.577, -3.118], [22.728, 18.215, -2.780], [24.782, 19.902, -4.164], [25.387, 18.219, -4.273], [25.612, 17.855, -5.716], [26.238, 16.209, -5.895], [24.687, 17.566, -3.759], [26.322, 18.233, -3.717], [26.304, 18.554, -6.182], [24.689, 17.892, -6.294], [17.169, 20.465, -3.594], [18.329, 21.833, -3.450], [17.621, 23.173, -3.548], [16.794, 23.418, -5.085], [19.066, 21.681, -4.236], [18.816, 21.728, -2.485], [18.374, 23.941, -3.382], [16.907, 23.246, -2.730], [20.560, 14.342, -2.187], [18.797, 14.322, -2.415], [18.362, 15.372, -3.402], [18.492, 17.020, -2.685], [18.346, 14.533, -1.449], [18.451, 13.359, -2.791], [17.326, 15.223, -3.701], [18.974, 15.342, -4.302], [21.420, 13.530, -5.491], [22.091, 14.945, -6.384], [22.924, 14.403, -7.524], [23.797, 15.743, -8.336], [22.646, 15.554, -5.683], [21.253, 15.480, -6.823], [22.401, 13.832, -8.288], [23.733, 13.735, -7.228], [20.119, 25.165, -1.192], [21.292, 25.687, -2.404], [21.179, 24.910, -3.690], [21.759, 23.228, -3.452], [22.293, 25.614, -1.979], [21.121, 26.762, -2.475], [21.751, 25.365, -4.495], [20.152, 24.800, -4.035]],
  "forces_ev_per_angstrom": [[-0.574, -0.119, -0.110], [0.199, 0.399, 0.047], [0.190, 0.499, -0.197], [-0.388, -0.215, 0.043], [0.847, -0.668, 0.046], [-0.575, 0.018, -0.365], [0.151, 0.781, -0.138], [-0.348, -0.073, 0.040], [0.514, 0.179, 0.202], [0.376, -0.366, -0.072], [0.254, 0.109, -0.104], [0.106, 0.071, 0.052], [-0.253, -0.552, -0.109], [0.365, -0.033, 0.139], [-0.492, 0.520, -0.686], [0.364, -0.389, 0.122], [-0.222, 0.116, 0.008], [-0.245, -0.333, 0.098], [0.210, -0.190, 0.020], [0.010, 0.156, 0.193], [-0.030, 0.257, 0.095], [-0.188, 0.620, 0.751], [0.649, -0.854, -0.963], [-0.760, -0.058, -0.161], [0.169, 0.036, 0.335], [-0.036, 0.046, 0.001], [-0.097, 0.176, 0.030], [0.313, 0.140, 0.227], [-0.033, -0.102, -0.217], [0.274, -0.035, 0.250], [0.156, -0.212, -0.628], [-0.787, -0.157, 0.111], [-0.157, -0.274, 0.184], [-0.182, 0.194, 0.221], [0.043, 0.191, -0.054], [0.262, -0.154, -0.011], [0.098, 0.156, -0.080], [0.124, 0.110, -0.018], [0.330, 0.171, 0.419], [-0.407, 0.407, -0.566], [0.247, -0.178, 0.263], [-0.097, -0.028, -0.172], [0.021, -0.195, -0.063], [0.163, -0.119, 0.095], [-0.058, -0.014, 0.182], [0.151, 0.178, 0.124], [-0.306, -0.220, -0.342], [0.620, -0.605, 1.026], [-0.494, 0.089, 0.060], [-0.104, 0.126, 0.218], [-0.042, 0.152, 0.101], [-0.094, 0.182, -0.242], [-0.230, 0.099, -0.220], [-0.033, -0.158, 0.088], [-0.392, 0.331, -0.049], [0.120, 0.353, -0.128], [-0.079, -0.278, -0.240], [-0.004, -0.191, 0.029], [0.355, -0.161, 0.140], [-0.058, 0.045, 0.179], [0.065, 0.091, 0.059], [0.017, 0.202, -0.118], [-0.323, -0.803, -0.706], [1.241, -0.357, -0.140], [-0.305, 0.148, -0.200], [0.087, 0.046, -0.045], [-0.041, 0.236, 0.347], [-0.539, 0.375, 0.108], [-0.169, 0.097, 0.558], [-0.258, -0.367, 0.312], [0.437, 0.672, 0.245], [-0.165, -0.267, -0.071], [0.039, 0.238, -0.082], [-0.064, -0.368, -0.006], [-0.141, -0.104, -0.669], [0.226, -0.025, 0.116], [-0.021, 0.213, 0.091]]
}

=====

{
  "formula": "C20H38N2O8",
  "method": "ωB97M-V with the def2-TZVPD basis set",
  "smiles": "C#CCCCc1cccc2c1C(=O)N(CN)C2=O.CO.CO.CO.CO.CO.CO",
  "total_charge": 0,
  "e_above_lowest_ev": 14.700,
  "species": ["C", "C", "C", "C", "C", "C", "C", "C", "C", "C", "C", "C", "O", "N", "C", "N", "C", "O", "H", "H", "H", "H", "H", "H", "H", "H", "H", "H", "H", "H", "H", "H", "C", "O", "H", "H", "H", "H", "C", "O", "H", "H", "H", "H", "C", "O", "H", "H", "H", "H", "C", "O", "H", "H", "H", "H", "C", "O", "H", "H", "H", "H", "C", "O", "H", "H", "H", "H"],
  "coordinates": [[-3.241, -0.067, 5.029], [-3.912, 0.559, 3.939], [-4.631, 1.165, 2.556], [-5.141, -0.163, 1.708], [-4.271, -0.196, 0.319], [-3.695, -1.672, -0.103], [-4.574, -2.794, -0.978], [-3.882, -4.234, -1.383], [-2.310, -4.615, -0.957], [-1.484, -3.491, -0.095], [-2.160, -2.058, 0.326], [-1.006, -1.261, 1.172], [-1.319, -0.159, 1.859], [0.285, -2.040, 1.023], [1.514, -1.296, 0.548], [1.073, 0.031, -0.062], [0.047, -3.437, 0.487], [0.816, -4.527, 0.434], [-2.645, -0.905, 5.632], [-3.905, 1.862, 1.958], [-5.589, 1.808, 2.818], [-6.285, -0.074, 1.385], [-4.973, -1.172, 2.295], [-4.964, 0.164, -0.585], [-3.330, 0.537, 0.326], [-5.679, -2.474, -1.261], [-4.560, -5.001, -1.994], [-1.779, -5.620, -1.237], [2.234, -1.916, -0.139], [2.144, -1.022, 1.524], [1.355, 0.833, 0.558], [1.521, 0.144, -1.009], [4.406, 1.436, -1.441], [3.866, 0.137, -1.280], [4.279, 1.992, -0.509], [5.470, 1.362, -1.678], [3.878, 1.954, -2.246], [3.992, -0.331, -2.122], [2.297, -6.615, -2.400], [2.576, -6.013, -1.149], [3.234, -6.760, -2.941], [1.816, -7.583, -2.240], [1.641, -5.962, -2.981], [1.726, -5.896, -0.692], [-3.205, -1.085, -4.584], [-2.608, -2.280, -4.114], [-2.523, -0.598, -5.284], [-4.141, -1.322, -5.095], [-3.396, -0.417, -3.740], [-3.236, -2.690, -3.495], [6.278, 3.802, 1.310], [5.973, 4.291, 0.017], [6.963, 2.956, 1.218], [6.754, 4.591, 1.897], [5.359, 3.472, 1.802], [5.364, 5.041, 0.131], [2.880, 6.473, 2.224], [3.568, 6.297, 1.000], [2.229, 5.613, 2.394], [3.602, 6.548, 3.041], [2.274, 7.382, 2.175], [4.137, 7.075, 0.877], [0.047, 3.661, 0.630], [-1.118, 2.934, 0.288], [0.025, 4.628, 0.123], [0.076, 3.818, 1.711], [0.932, 3.104, 0.309], [-1.070, 2.081, 0.752]],
  "forces_ev_per_angstrom": [[-4.426, 3.331, -8.284], [4.538, -4.213, 6.442], [-0.587, -0.786, 1.664], [0.491, 0.105, -0.870], [0.298, -0.527, -1.582], [1.850, -2.680, -0.401], [4.264, -0.511, 1.425], [1.508, 2.532, 1.806], [-1.366, 4.047, 1.517], [-3.362, 1.733, -0.538], [-0.954, -3.279, -1.851], [-3.003, 2.960, 0.934], [2.876, -6.494, -3.976], [-1.532, -1.448, -1.189], [1.787, 2.010, 1.606], [1.196, -0.880, -0.154], [0.202, -3.829, -1.181], [-3.870, 7.284, 0.706], [-1.748, 2.514, -1.610], [-1.193, -1.628, 1.282], [2.158, -1.335, -0.154], [2.505, -0.128, 0.994], [-0.359, 2.298, -1.061], [1.508, -0.791, 1.942], [-2.117, -1.735, 0.215], [2.616, -1.003, 0.529], [1.861, 1.804, 1.506], [-1.357, 2.186, 0.534], [-1.940, 0.920, 1.271], [-1.266, -0.839, -2.115], [-0.245, -1.343, -1.045], [-0.534, -0.048, 1.689], [0.131, 0.131, -0.153], [-0.174, -0.700, -0.403], [0.025, -0.142, -0.150], [-0.005, 0.290, 0.044], [0.140, 0.239, 0.049], [-0.030, 0.168, 0.517], [-0.088, 0.113, 0.304], [-0.170, -0.078, 0.107], [-0.109, 0.039, 0.119], [-0.017, -0.109, -0.289], [-0.026, -0.139, -0.260], [0.545, 0.174, -0.066], [-0.086, -0.162, 0.179], [-0.106, -0.341, 0.191], [-0.056, -0.139, 0.126], [-0.070, 0.264, -0.103], [-0.085, 0.221, -0.128], [0.446, 0.148, -0.170], [-0.164, 0.189, -0.070], [-0.165, 0.310, -0.253], [-0.102, 0.143, -0.071], [0.051, -0.162, 0.237], [0.104, -0.082, 0.241], [0.117, -0.443, -0.047], [0.034, 0.155, 0.168], [0.597, 0.196, -0.485], [0.144, 0.109, -0.122], [-0.198, 0.001, 0.181], [-0.093, -0.069, 0.213], [-0.366, -0.394, -0.009], [-0.172, -0.229, 0.079], [-0.199, -0.322, 0.121], [-0.039, -0.178, 0.031], [0.229, 0.144, 0.031], [0.228, 0.206, 0.036], [-0.070, 0.223, -0.247]]
}

=====

{
  "formula": "C20H39BClN5O4Pb",
  "method": "ωB97M-V with the def2-TZVPD basis set",
  "total_charge": 0,
  "e_above_lowest_ev": 3.792,
  "species": ["Pb", "Cl", "O", "O", "O", "O", "B", "H", "H", "H", "H", "C", "C", "C", "C", "N", "H", "H", "H", "H", "H", "H", "H", "C", "C", "C", "C", "N", "H", "H", "H", "H", "H", "H", "H", "C", "C", "C", "C", "N", "H", "H", "H", "H", "H", "H", "H", "C", "C", "C", "C", "N", "H", "H", "H", "H", "H", "H", "H", "C", "C", "C", "C", "N", "H", "H", "H", "H", "H", "H", "H"],
  "coordinates": [[10.734, -20.840, 19.495], [13.753, -20.761, 22.490], [14.797, -21.285, 21.652], [12.452, -21.025, 21.924], [13.845, -21.385, 23.829], [14.012, -19.307, 22.400], [9.527, -19.409, 17.475], [8.563, -19.894, 17.504], [9.685, -18.948, 18.438], [10.200, -20.237, 17.313], [9.635, -18.700, 16.670], [4.089, -21.857, 20.403], [4.886, -23.056, 19.910], [6.097, -23.340, 20.985], [7.338, -22.510, 20.824], [8.330, -21.853, 20.768], [3.150, -21.880, 19.850], [4.488, -20.851, 20.273], [3.679, -22.042, 21.396], [5.213, -22.871, 18.886], [4.317, -23.985, 19.917], [6.450, -24.370, 21.037], [5.910, -22.980, 21.997], [8.951, -21.540, 24.356], [10.115, -20.565, 24.755], [10.000, -19.123, 24.108], [9.891, -19.050, 22.652], [9.868, -19.002, 21.485], [9.336, -22.556, 24.433], [8.466, -21.285, 23.414], [8.089, -21.563, 25.023], [10.998, -21.009, 24.295], [10.260, -20.626, 25.833], [10.935, -18.576, 24.227], [9.094, -18.641, 24.475], [16.484, -21.977, 18.628], [15.923, -23.305, 18.174], [14.704, -23.079, 17.143], [13.461, -22.488, 17.631], [12.507, -22.013, 18.049], [17.333, -22.190, 19.278], [15.791, -21.273, 19.088], [16.972, -21.588, 17.734], [15.551, -23.917, 18.996], [16.757, -23.784, 17.660], [14.242, -24.015, 16.829], [14.981, -22.410, 16.328], [12.800, -26.130, 23.232], [12.604, -26.543, 21.783], [11.300, -26.194, 21.045], [11.145, -24.791, 20.603], [11.020, -23.648, 20.257], [11.798, -26.007, 23.645], [13.218, -25.126, 23.162], [13.512, -26.751, 23.775], [12.749, -27.621, 21.852], [13.434, -26.126, 21.213], [10.422, -26.473, 21.627], [11.227, -26.789, 20.134], [16.603, -17.772, 16.585], [15.149, -17.981, 16.956], [15.005, -18.173, 18.483], [13.630, -18.527, 18.797], [12.512, -18.824, 19.003], [17.295, -18.484, 17.035], [17.101, -16.825, 16.794], [16.709, -17.992, 15.523], [14.943, -18.946, 16.493], [14.535, -17.244, 16.439], [15.255, -17.266, 19.034], [15.698, -18.925, 18.861]],
  "forces_ev_per_angstrom": [[-0.349, 1.311, 0.014], [2.161, 1.511, -0.024], [0.071, -1.519, -0.390], [-0.838, -0.381, -0.043], [-0.465, 1.444, -1.580], [-1.162, -1.094, 1.635], [-0.529, 0.008, 0.189], [-3.912, -1.686, 0.055], [0.736, 2.038, 3.936], [3.353, -3.584, -0.842], [0.547, 2.566, -2.835], [-1.731, -0.727, -0.362], [1.788, 0.188, 1.987], [0.873, 1.388, -1.253], [3.350, 2.101, -1.002], [-4.067, -2.669, 0.126], [-0.063, 0.313, -0.473], [0.453, -0.334, 0.192], [0.608, 0.281, 0.403], [0.515, -0.206, 0.206], [-0.256, 0.233, 0.018], [-0.290, -0.054, -0.117], [-1.188, -0.520, 0.166], [-0.106, 0.583, 0.755], [-0.577, -0.610, -1.964], [-0.119, -0.842, 0.426], [-0.098, -0.910, -2.603], [0.000, -0.115, 2.392], [-0.021, -0.035, -0.646], [0.665, -0.343, -0.426], [0.110, 0.460, 0.591], [0.211, 0.081, 0.162], [-0.020, 0.791, -0.076], [-0.174, 0.319, 0.907], [0.352, 0.491, 0.362], [0.792, -0.275, -0.288], [-1.860, 0.721, -0.622], [0.120, -0.368, 0.800], [0.615, 0.737, 1.241], [0.077, -0.170, -0.348], [-0.219, 0.222, 0.441], [0.028, -0.195, 0.027], [-0.201, 0.723, -0.050], [0.141, -0.047, -0.031], [-0.470, -0.496, -0.167], [0.926, -0.441, -0.788], [0.307, -0.497, -0.342], [-0.578, 1.891, -0.834], [0.908, -0.695, -0.084], [-0.049, -0.033, 0.026], [-0.385, 5.161, -1.102], [0.575, -5.681, 1.573], [0.256, -0.365, 0.826], [0.030, 0.179, 0.646], [-0.480, -0.111, 0.019], [-0.406, -0.205, -0.951], [0.050, -0.253, -0.228], [-0.063, 0.153, 0.171], [0.125, -0.079, -0.078], [1.142, -0.156, -0.581], [1.245, -0.829, 0.139], [-0.441, 0.870, -0.481], [-3.255, -1.091, 0.959], [3.178, 0.520, -0.498], [-0.309, -0.390, 0.378], [-0.594, 0.372, -0.003], [0.058, 0.383, -0.184], [-0.561, -0.051, 0.035], [-0.286, 0.072, 0.668], [-0.064, 0.159, -0.028], [-0.179, -0.211, -0.148]]
}